8
Properties=species:S:1:pos:R:3:forces:R:3:mulliken_spin:R:1 method="wB97M-V/def2-TZVPD" mol_weight_g_mol=56.06 e_homo_ev="-6.139 / -10.631" largest_force_ev_per_a=6.5 multiplicity=3 total_energy_ev=-5215.4222 homo_lumo_gap_ev="7.3 / 9.0"
C -0.70970 0.30565 0.42633 2.88 -1.59 1.65 0.00
C 0.50477 0.42511 -0.43900 2.60 2.59 -2.26 0.05
C 0.10578 -0.85120 -0.06074 -6.30 -0.72 1.33 0.98
O 1.58928 0.01079 0.30272 3.26 4.19 -0.52 0.88
H -0.52018 0.71675 1.43546 -0.51 -0.45 -0.55 0.03
H -1.63161 0.23412 0.00311 -2.65 0.86 -0.98 0.03
H 0.51378 0.98852 -1.46853 0.57 -1.14 2.11 -0.01
H 0.14787 -1.82975 -0.19936 0.14 -3.76 -0.78 0.04